i.
{"formula": "C56H51AsN6O3PS3Sr", "method": "ωB97M-V/def2-TZVPD", "species": ["Sr", "N", "C", "N", "C", "N", "N", "C", "C", "C", "C", "C", "C", "N", "C", "C", "C", "C", "C", "C", "H", "H", "H", "H", "H", "H", "H", "H", "H", "H", "H", "S", "C", "S", "S", "O", "H", "H", "C", "C", "As", "C", "C", "C", "C", "C", "C", "C", "C", "C", "C", "C", "C", "P", "C", "C", "C", "C", "C", "C", "C", "C", "C", "C", "C", "C", "H", "H", "H", "H", "H", "H", "H", "H", "H", "H", "H", "H", "H", "H", "H", "H", "H", "H", "H", "H", "H", "H", "H", "H", "C", "C", "C", "C", "C", "C", "N", "C", "C", "C", "C", "C", "C", "C", "O", "O", "C", "C", "H", "H", "H", "H", "H", "H", "H", "H", "H", "H", "H", "H", "H", "H"], "positions_angstrom": [[-1.5222, -0.8101, 1.2360], [-6.0071, -2.2792, 1.4407], [-4.7059, -2.1179, 0.8852], [-3.7188, -1.8184, 1.9263], [-3.7982, -2.4601, 3.1166], [-2.8472, -2.6291, 4.0403], [-1.6488, -2.1601, 3.5920], [-0.6015, -2.5717, 4.2084], [0.7752, -2.2425, 3.7931], [1.8240, -2.7560, 4.5452], [3.1425, -2.2613, 4.2433], [3.3373, -1.3551, 3.2277], [2.2595, -1.0246, 2.4625], [1.0158, -1.4663, 2.7490], [-5.0208, -3.2571, 3.4442], [-5.0931, -4.0653, 4.5905], [-6.2882, -4.6588, 4.9453], [-7.3670, -4.4625, 4.0917], [-7.2944, -3.6263, 2.9443], [-6.1115, -3.0188, 2.6038], [-6.7591, -2.3399, 0.7514], [-4.6028, -1.2585, 0.1994], [-0.6814, -3.2188, 5.0654], [1.6581, -3.5233, 5.3162], [3.9429, -2.6383, 4.8427], [4.2604, -0.9341, 2.9704], [2.3900, -0.4048, 1.5480], [-4.1384, -4.1104, 5.1995], [-6.4219, -5.3391, 5.8137], [-8.3155, -4.9613, 4.4128], [-8.1623, -3.4740, 2.3338], [-2.9024, -3.7909, -2.7232], [-3.2382, -2.7517, -1.4598], [-2.9271, -1.0723, -1.3856], [-4.1226, -3.5369, -0.1184], [-2.1422, 2.3022, -2.1865], [-2.3384, 1.4605, -2.6503], [-2.1061, 1.9257, -1.2931], [2.2970, -2.1763, -1.0096], [3.7597, -1.9673, -1.5212], [4.8518, -1.0332, -0.1781], [6.3229, -0.6590, -1.2982], [6.6382, 0.6768, -1.3787], [7.5453, 1.1707, -2.3314], [8.0529, 0.2455, -3.2787], [7.7674, -1.1585, -3.1867], [6.8866, -1.5825, -2.2091], [5.4861, -2.5713, 0.7372], [6.8300, -2.7373, 0.9556], [7.3660, -3.8563, 1.4966], [6.5345, -4.7960, 1.9885], [5.1194, -4.7043, 1.7745], [4.6048, -3.5780, 1.1284], [1.0967, -0.8515, -1.5900], [2.1387, 0.6530, -1.7205], [3.0049, 0.8326, -2.7627], [3.7936, 1.9424, -2.9705], [3.7619, 2.9236, -2.0330], [2.8881, 2.7534, -0.9197], [2.1090, 1.6047, -0.7477], [0.6753, -1.2068, -3.3561], [0.5148, -2.4995, -3.8241], [-0.0204, -2.8084, -5.0689], [-0.3614, -1.8215, -6.0009], [-0.2159, -0.5045, -5.5589], [0.2629, -0.2096, -4.2726], [2.1709, -2.1165, 0.0769], [1.8028, -3.0974, -1.2699], [3.7708, -1.3972, -2.4525], [4.1659, -3.0106, -1.7635], [6.1258, 1.4430, -0.7341], [7.8034, 2.2397, -2.4225], [8.7800, 0.5188, -4.0090], [8.1164, -1.7993, -4.0258], [6.6441, -2.6527, -2.0721], [7.4818, -2.0017, 0.5830], [8.4320, -4.0057, 1.6300], [6.9140, -5.6429, 2.5517], [4.4607, -5.5196, 2.1608], [3.5404, -3.4389, 0.9895], [3.0952, -0.0034, -3.5344], [4.4061, 2.0356, -3.8830], [4.2640, 3.8443, -2.2395], [2.8891, 3.5225, -0.1431], [1.3597, 1.5504, 0.0380], [0.6960, -3.3220, -3.2014], [-0.1082, -3.8351, -5.3892], [-0.8447, -1.9109, -6.9358], [-0.4939, 0.3376, -6.1231], [0.2737, 0.8392, -4.0207], [-7.2855, 4.1268, -1.9677], [-5.9210, 4.6002, -1.5817], [-5.5081, 5.7348, -2.2739], [-4.2733, 6.3174, -2.0486], [-3.4298, 5.7198, -1.1330], [-3.8582, 4.6019, -0.4225], [-3.0052, 4.0002, 0.4714], [-1.9321, 4.5465, 1.1644], [-1.8766, 5.9270, 1.4215], [-0.8164, 6.4893, 2.1646], [0.2052, 5.6683, 2.5680], [0.1042, 4.3096, 2.3205], [-0.9090, 3.7053, 1.6207], [-0.9216, 2.1732, 1.4860], [-0.0792, 1.4696, 2.0526], [-1.8527, 1.6439, 0.7385], [-5.1056, 4.0450, -0.5960], [-5.4912, 2.8940, 0.2397], [-7.6377, 4.6988, -2.8875], [-8.0839, 4.3165, -1.2032], [-7.3084, 3.0322, -2.2417], [-6.2266, 6.2333, -2.9802], [-3.9726, 7.2131, -2.6601], [-2.4212, 6.0560, -1.0191], [-3.0892, 3.0137, 0.5871], [-2.7363, 6.5297, 1.1713], [-0.7931, 7.5548, 2.2854], [1.0286, 6.0874, 3.0703], [0.8034, 3.5592, 2.7167], [-5.3414, 3.0452, 1.3154], [-4.8728, 2.0187, 0.0692], [-6.5718, 2.7176, 0.1561]], "total_charge": -1, "orbital_gap_ha": 0.250, "e_homo_ev": -4.86}

---

ii.
{"formula": "C56H51AsN6O3PS3Sr", "method": "ωB97M-V/def2-TZVPD", "species": ["Sr", "N", "C", "N", "C", "N", "N", "C", "C", "C", "C", "C", "C", "N", "C", "C", "C", "C", "C", "C", "H", "H", "H", "H", "H", "H", "H", "H", "H", "H", "H", "S", "C", "S", "S", "O", "H", "H", "C", "C", "As", "C", "C", "C", "C", "C", "C", "C", "C", "C", "C", "C", "C", "P", "C", "C", "C", "C", "C", "C", "C", "C", "C", "C", "C", "C", "H", "H", "H", "H", "H", "H", "H", "H", "H", "H", "H", "H", "H", "H", "H", "H", "H", "H", "H", "H", "H", "H", "H", "H", "C", "C", "C", "C", "C", "C", "N", "C", "C", "C", "C", "C", "C", "C", "O", "O", "C", "C", "H", "H", "H", "H", "H", "H", "H", "H", "H", "H", "H", "H", "H", "H"], "positions_angstrom": [[16.3318, 11.9116, 17.5377], [15.8890, 11.0578, 22.0725], [15.5157, 11.0547, 20.7425], [16.2290, 10.4974, 19.8374], [17.4541, 9.8772, 20.1160], [18.1726, 9.2840, 19.1944], [17.4655, 9.2765, 17.9875], [17.5647, 8.1882, 17.3143], [16.8506, 8.1626, 16.0135], [16.4282, 6.9953, 15.3430], [15.7997, 7.1274, 14.1137], [15.6277, 8.3321, 13.5355], [15.9910, 9.4609, 14.2864], [16.6583, 9.3779, 15.4357], [17.9052, 9.8803, 21.5328], [19.1243, 9.3061, 21.9268], [19.4079, 9.2043, 23.2545], [18.5428, 9.7359, 24.2159], [17.3943, 10.3778, 23.8220], [17.0743, 10.4809, 22.4650], [15.2246, 11.4385, 22.7215], [14.5940, 11.6216, 20.4046], [18.2251, 7.3886, 17.7048], [16.5987, 5.9823, 15.7719], [15.4342, 6.2395, 13.6149], [15.1219, 8.4859, 12.5815], [15.7710, 10.4776, 13.9002], [19.7809, 8.9149, 21.1834], [20.3181, 8.7938, 23.6068], [18.8337, 9.6701, 25.2429], [16.7402, 10.7840, 24.5875], [11.6390, 13.6332, 17.3729], [13.0962, 13.0569, 17.9890], [14.2506, 13.9825, 18.8748], [13.5459, 11.3586, 17.7518], [18.3793, 11.8640, 15.3993], [18.1547, 10.9190, 15.2756], [19.0321, 11.8949, 16.1254], [13.9657, 15.2583, 15.2992], [13.5526, 16.1241, 14.1368], [12.0611, 15.4706, 12.9954], [12.3337, 16.6493, 11.4027], [11.7370, 16.1698, 10.2404], [11.7064, 16.9413, 9.0414], [12.2404, 18.2259, 9.0990], [12.8528, 18.6627, 10.2482], [12.9269, 17.9172, 11.3811], [10.6713, 16.5215, 13.8532], [9.7242, 17.2427, 13.1315], [8.7001, 17.9407, 13.7979], [8.6546, 17.9327, 15.1761], [9.6195, 17.2530, 15.9029], [10.5945, 16.5064, 15.2703], [15.2480, 13.9774, 14.9660], [14.4762, 13.0293, 13.6110], [14.4220, 13.4056, 12.2438], [13.6275, 12.7249, 11.3597], [12.8246, 11.6702, 11.8403], [12.8495, 11.3264, 13.1860], [13.6671, 12.0131, 14.1110], [16.6021, 14.9501, 14.2423], [16.8705, 16.2393, 14.6555], [18.0575, 16.8887, 14.2748], [18.9664, 16.2712, 13.4356], [18.7190, 14.9456, 13.0209], [17.5636, 14.3216, 13.4470], [13.1766, 14.8018, 15.8727], [14.4657, 15.9625, 16.0001], [14.4008, 16.3109, 13.4428], [13.2678, 17.1274, 14.5038], [11.2670, 15.1965, 10.2324], [11.2255, 16.5867, 8.1454], [12.2164, 18.8562, 8.2369], [13.2800, 19.6732, 10.2561], [13.3676, 18.2545, 12.3531], [9.8342, 17.2538, 12.0523], [7.9357, 18.4208, 13.2034], [7.8941, 18.4658, 15.7288], [9.5844, 17.3563, 16.9611], [11.2508, 15.8950, 15.8548], [14.9725, 14.3114, 11.9102], [13.6095, 13.0826, 10.3393], [12.1429, 11.1524, 11.1469], [12.2048, 10.5315, 13.5412], [13.6218, 11.7951, 15.2187], [16.1616, 16.7694, 15.3015], [18.3191, 17.8310, 14.6361], [19.8676, 16.7347, 13.1112], [19.4902, 14.4165, 12.4896], [17.4807, 13.2622, 13.2221], [25.8915, 9.9772, 16.7360], [24.7569, 9.6705, 17.7082], [24.8815, 8.5371, 18.5647], [23.9659, 8.2539, 19.5341], [22.8924, 9.1001, 19.7313], [22.7682, 10.2336, 18.9134], [21.7548, 11.1641, 19.0270], [21.1401, 11.5914, 20.1931], [21.8910, 11.5046, 21.4064], [21.3372, 11.8882, 22.5842], [20.0471, 12.4402, 22.6167], [19.4068, 12.7040, 21.4365], [19.9266, 12.2603, 20.1790], [19.1223, 12.5250, 18.9428], [17.9549, 12.9462, 19.0936], [19.7282, 12.2876, 17.8329], [23.7071, 10.5375, 17.8853], [23.4259, 11.7454, 17.0614], [26.7598, 9.3378, 16.9316], [26.1589, 11.0372, 16.7779], [25.5699, 9.7612, 15.7201], [25.7458, 7.9125, 18.4920], [24.0921, 7.4042, 20.1858], [22.1311, 8.8978, 20.4406], [21.2268, 11.3680, 18.2028], [22.8873, 11.0973, 21.4440], [21.9364, 11.8560, 23.4920], [19.5899, 12.7869, 23.5457], [18.4632, 13.2597, 21.3688], [24.3658, 12.1297, 16.6194], [22.9596, 12.5120, 17.6534], [22.7647, 11.5269, 16.2223]], "total_charge": -1, "orbital_gap_ha": 0.191, "e_homo_ev": -3.69}

---

Each structure's energy above the most stable one, in hartree: i 0.0552; ii 0.0000.

---

i.
{"formula": "CH2F3NOS", "method": "ωB97M-V/def2-TZVPD", "species": ["N", "S", "O", "F", "C", "F", "F", "H", "H"], "positions_angstrom": [[-0.5971, -0.4355, 1.5282], [0.3090, 0.2946, 0.5952], [2.2411, 0.2107, 0.8221], [-0.2233, 1.8715, 0.4396], [-0.1959, -0.1259, -1.1774], [-1.5326, -0.2368, -1.0737], [0.2767, -1.3157, -1.5033], [-0.3950, -0.7149, 2.3977], [0.1171, 0.4520, -2.0283]], "orbital_gap_ha": 0.363, "e_homo_ev": -10.75}

---

ii.
{"formula": "CH2F3NOS", "method": "ωB97M-V/def2-TZVPD", "species": ["C", "N", "O", "F", "F", "F", "S", "H", "H"], "positions_angstrom": [[-1.0238, -0.5804, -0.1779], [1.2926, 0.1641, 0.0456], [-0.2896, 2.1083, -0.0151], [-2.3149, -0.1970, -0.3458], [-0.9697, -1.6218, 0.6759], [1.9213, -1.0964, -0.1366], [-0.2362, 0.9092, 0.7976], [-0.4180, -0.6092, -1.1680], [2.0383, 0.9230, 0.3244]], "orbital_gap_ha": 0.356, "e_homo_ev": -10.00}

---

iii.
{"formula": "CH2F3NOS", "method": "ωB97M-V/def2-TZVPD", "species": ["C", "N", "O", "F", "F", "F", "S", "H", "H"], "positions_angstrom": [[-1.4042, -0.5610, -0.0461], [1.4201, 1.2638, 0.4169], [2.2688, -0.9717, 0.2302], [-1.4957, -0.3916, -1.4045], [-1.6457, -1.8200, 0.2020], [-2.4183, 0.1013, 0.4452], [2.5314, 0.4071, -0.0768], [-0.3981, -0.1417, 0.2722], [1.1417, 2.1138, -0.0391]], "orbital_gap_ha": 0.372, "e_homo_ev": -11.28}

---

iv.
{"formula": "CH2F3NOS", "method": "ωB97M-V/def2-TZVPD", "species": ["C", "N", "O", "F", "F", "F", "S", "H", "H"], "positions_angstrom": [[-0.1126, -1.8044, 1.2120], [-0.9852, 1.3183, -1.4050], [0.1620, -2.3351, 0.1698], [0.5028, -2.1106, 2.3273], [-1.0137, -0.8981, 1.4412], [1.1225, 0.5305, 0.1641], [0.4502, 0.9396, -1.4144], [1.0522, 2.1406, -1.4056], [-1.1782, 2.2193, -1.0893]], "orbital_gap_ha": 0.415, "e_homo_ev": -10.96}

---

Each structure's energy above the most stable one, in hartree: i 0.1666; ii 0.1373; iii 0.0000; iv 0.0210.

---

i.
{"formula": "C2H5N3O2", "method": "ωB97M-V/def2-TZVPD", "species": ["N", "N", "C", "O", "C", "N", "O", "H", "H", "H", "H", "H"], "positions_angstrom": [[0.1873, 0.4603, 2.4325], [0.0662, 0.2434, 0.9728], [0.3849, -0.8322, 0.2403], [0.7149, -1.9154, 0.5412], [0.1038, -0.4417, -1.0947], [-1.0635, 0.4074, -1.2441], [-0.6258, 0.7583, -2.7592], [-0.1042, -0.6872, 2.5510], [1.1836, 0.0994, 2.5676], [-0.1779, 1.2442, 0.6835], [0.7217, -0.8407, -2.1251], [-1.3909, 1.5043, -2.7656]], "orbital_gap_ha": 0.348, "e_homo_ev": -10.00}

---

ii.
{"formula": "C2H5N3O2", "method": "ωB97M-V/def2-TZVPD", "species": ["N", "C", "O", "H", "N", "N", "C", "O", "H", "H", "H", "H"], "positions_angstrom": [[-0.0406, -1.9784, 0.8510], [-1.0600, -1.4588, 0.4909], [-2.0588, -0.8968, 0.2660], [0.1606, -2.7711, 1.4287], [1.5924, 0.5177, -0.0834], [0.3910, 0.5189, -0.8309], [-0.6230, 1.4052, -0.5318], [-0.6465, 2.0613, 0.4789], [1.6121, -0.3346, 0.4814], [1.5233, 1.3036, 0.5653], [0.4923, 0.1341, -1.7565], [-1.3431, 1.4988, -1.3598]], "orbital_gap_ha": 0.364, "e_homo_ev": -9.24}

---

iii.
{"formula": "C2H5N3O2", "method": "ωB97M-V/def2-TZVPD", "species": ["C", "C", "H", "H", "H", "H", "H", "N", "N", "N", "O", "O"], "positions_angstrom": [[1.0675, 0.0622, 0.0906], [-0.5848, -1.4471, 0.0288], [-1.4461, 0.3765, -0.5486], [-1.6435, 0.8486, 1.1070], [0.1563, 1.8581, -0.5487], [2.7090, 0.6170, -0.7566], [-0.6783, -2.5276, 0.4467], [-1.2122, 1.0778, 0.2535], [0.2210, 1.1437, 0.2679], [2.2208, -0.1966, -0.4084], [0.6010, -1.1064, 0.7436], [-1.4106, -0.7062, -0.6760]], "orbital_gap_ha": 0.298, "e_homo_ev": -8.33}

---

iv.
{"formula": "C2H5N3O2", "method": "ωB97M-V/def2-TZVPD", "species": ["C", "C", "N", "N", "N", "O", "O", "H", "H", "H", "H", "H"], "positions_angstrom": [[0.3538, 1.2084, 0.2779], [-0.0603, -0.0565, 0.7247], [0.2353, 2.3923, 0.0608], [2.0573, -0.7642, -0.1911], [-1.2711, -0.5361, 0.0731], [2.3552, 0.5383, -0.0997], [1.1582, -1.0356, 0.8109], [-0.1576, 0.0093, 1.8909], [1.0484, 2.8852, -0.2667], [1.7156, -1.0499, -1.2293], [-1.6448, -1.4485, 0.3966], [-1.3288, -0.6798, -0.8966]], "orbital_gap_ha": [0.296, 0.296], "e_homo_ev": [-7.89, -7.89]}

---

Each structure's energy above the most stable one, in hartree: i 0.2156; ii 0.0000; iii 0.1907; iv 0.2114.